(1)
{"formula": "C7H10N6O", "method": "wB97M-V/def2-TZVPD", "species": ["C", "C", "C", "C", "C", "C", "C", "N", "N", "N", "N", "N", "N", "O", "H", "H", "H", "H", "H", "H", "H", "H", "H", "H"], "coordinates": [[1.54773, -2.88145, 0.00629], [-3.45534, 0.03855, 0.59637], [0.59915, -2.15223, -0.66737], [-2.24625, 0.67568, 0.72288], [1.88242, 1.84344, -0.51864], [0.50933, 1.55760, 0.08600], [-0.07037, 0.24048, -0.43505], [2.16031, -2.06230, 0.88599], [-3.32904, -0.92544, -0.33755], [1.66240, -0.89727, 0.79556], [-2.13981, -0.92965, -0.78413], [0.70728, -0.90439, -0.14675], [-1.44250, 0.03307, -0.16635], [0.53722, 1.55969, 1.49120], [1.81935, -3.91082, -0.08345], [-4.37927, 0.21166, 1.10621], [-0.11032, -2.39531, -1.42861], [-1.89946, 1.46583, 1.35140], [2.58286, 1.05239, -0.26279], [1.81101, 1.92463, -1.59915], [2.25637, 2.78065, -0.11589], [-0.18721, 2.35693, -0.19722], [-0.01684, 0.40565, -2.07835], [1.20097, 0.91261, 1.77942]], "forces_ev_per_angstrom": [[-0.6, 0.2, -0.5], [0.5, 0.6, 0.3], [0.4, -0.2, 0.2], [-0.3, -0.3, -0.1], [-0.2, 0.0, 0.1], [0.2, -0.1, -0.2], [0.3, 1.1, -4.9], [0.5, -0.4, 0.3], [-0.7, -0.4, 0.0], [0.0, 1.1, 0.5], [0.9, -0.4, -0.9], [0.2, -1.2, -0.2], [-0.9, 0.4, 0.8], [0.0, 0.1, 0.5], [0.0, -0.2, -0.1], [-0.2, 0.1, 0.1], [-0.2, 0.0, -0.1], [0.1, 0.2, 0.2], [0.1, 0.0, 0.0], [0.0, 0.0, -0.1], [0.0, 0.1, 0.0], [0.1, -0.2, 0.0], [-0.1, -0.5, 4.3], [-0.1, 0.0, -0.1]], "lumo_ev": -0.31, "spin_multiplicity": 1, "homo_energy_ha": -0.3675, "orbital_gap_ha": 0.356}

***

(2)
{"formula": "C20H25N3O4", "method": "wB97M-V/def2-TZVPD", "species": ["C", "C", "O", "C", "C", "C", "C", "C", "N", "C", "C", "C", "O", "N", "C", "C", "C", "C", "C", "C", "C", "C", "N", "O", "O", "C", "C", "H", "H", "H", "H", "H", "H", "H", "H", "H", "H", "H", "H", "H", "H", "H", "H", "H", "H", "H", "H", "H", "H", "H", "H", "H"], "coordinates": [[-2.75169, -3.71223, 0.56204], [-2.44683, -3.67286, -0.93327], [-2.07118, -2.38939, -1.39159], [-0.77851, -1.97862, -1.24480], [-0.45868, -0.76548, -1.85572], [0.81933, -0.25439, -1.77100], [1.81030, -0.92772, -1.06616], [3.20723, -0.37464, -0.95029], [3.81288, -0.71441, 0.32877], [5.25913, -0.69342, 0.27358], [3.33700, 0.10828, 1.43077], [1.82796, 0.01009, 1.62603], [1.30326, -0.84149, 2.30337], [1.16634, 1.02927, 0.99476], [-0.18612, 1.20674, 0.80524], [-1.13464, 0.41913, 1.45912], [-2.49280, 0.58191, 1.26698], [-3.46030, -0.27958, 2.00785], [-2.96120, 1.56948, 0.38049], [-4.42550, 1.75948, 0.14250], [-2.03955, 2.35670, -0.26793], [-0.66162, 2.20470, -0.07511], [0.17887, 3.07200, -0.81693], [-0.33336, 3.85816, -1.58827], [1.39992, 3.00689, -0.66652], [1.49410, -2.14475, -0.48322], [0.21761, -2.66994, -0.56443], [-1.90357, -3.35404, 1.13961], [-3.60865, -3.08247, 0.78332], [-2.97967, -4.73198, 0.86077], [-3.35172, -3.91320, -1.50010], [-1.67642, -4.40975, -1.19084], [-1.23359, -0.24092, -2.39266], [1.05319, 0.68032, -2.26125], [3.82067, -0.83422, -1.73266], [3.20388, 0.71400, -1.13692], [5.65757, -1.02900, 1.23011], [5.66535, 0.30704, 0.05714], [5.59620, -1.38210, -0.49929], [3.80447, -0.27135, 2.34342], [3.62143, 1.16975, 1.30025], [1.72909, 1.68506, 0.44757], [-0.77476, -0.34460, 2.12847], [-2.93945, -1.02112, 2.60615], [-4.12493, -0.78584, 1.30995], [-4.07972, 0.32927, 2.66620], [-4.86031, 0.85568, -0.28260], [-4.59832, 2.58251, -0.54502], [-4.94375, 1.97050, 1.07684], [-2.36446, 3.12489, -0.95400], [2.25837, -2.67610, 0.06154], [0.02005, -3.61629, -0.08759]], "forces_ev_per_angstrom": [[0.1, 0.2, -0.4], [-0.1, -0.3, 0.2], [0.1, 0.3, 0.0], [0.2, 0.1, -0.1], [-0.1, -0.2, 0.0], [0.0, -0.2, -0.1], [0.0, -0.2, -0.2], [0.1, -0.2, -0.1], [0.0, 0.1, 0.0], [0.0, 0.0, 0.0], [0.2, -0.2, 0.0], [0.1, 0.3, 0.2], [0.0, -0.2, 0.1], [0.4, 0.5, -0.1], [-0.1, 0.3, -0.2], [-0.1, -0.1, 0.1], [0.2, 0.2, -0.2], [0.0, 0.0, 0.0], [0.2, 0.0, 0.0], [0.0, 0.0, 0.0], [0.1, 0.0, 0.0], [-0.9, -0.9, 0.8], [0.4, 0.6, -0.5], [0.1, 0.1, -0.1], [0.2, 0.1, -0.1], [0.1, 0.2, -0.2], [-0.3, -0.2, -0.1], [0.1, 0.0, 0.1], [-0.1, 0.0, 0.1], [0.0, -0.1, 0.1], [0.2, 0.0, 0.1], [-0.1, 0.1, 0.0], [-0.1, 0.1, -0.1], [0.0, 0.2, 0.0], [0.0, 0.1, 0.1], [0.0, 0.0, 0.0], [0.1, 0.0, 0.0], [0.0, 0.0, 0.0], [0.1, 0.0, 0.0], [-0.1, 0.1, 0.0], [0.0, -0.1, 0.0], [-0.2, -0.3, 0.3], [0.0, 0.0, 0.0], [0.0, -0.1, 0.0], [-0.1, -0.1, 0.0], [-0.1, 0.0, 0.1], [-0.1, 0.0, 0.0], [-0.1, 0.0, 0.0], [-0.1, 0.0, 0.0], [0.0, 0.0, 0.0], [0.0, 0.0, 0.1], [-0.1, -0.1, 0.1]], "lumo_ev": -0.62, "spin_multiplicity": 1, "smiles": "CCOc1ccc(CN(C)CC(=O)Nc2cc(C)c(C)cc2[N+](=O)[O-])cc1", "homo_energy_ha": -0.2980, "orbital_gap_ha": 0.275}

***

(3)
{"formula": "C4H11N4", "method": "wB97M-V/def2-TZVPD", "species": ["C", "N", "C", "N", "N", "C", "N", "C", "H", "H", "H", "H", "H", "H", "H", "H", "H", "H", "H"], "coordinates": [[1.79634, -1.28006, 0.22181], [0.25656, -1.19407, -0.22374], [-0.59758, -1.52781, 0.91626], [-1.21890, -0.28566, 1.25456], [-0.89098, 0.52891, 0.42631], [-1.58084, 1.83714, 0.46860], [-0.02715, 0.12970, -0.51921], [0.68125, 0.75964, -1.64549], [2.31381, -0.60954, -0.37177], [1.69534, -0.98925, 1.34433], [2.04528, -2.36647, 0.12441], [-0.17181, -1.94930, 1.88275], [-1.47104, -2.23223, 0.57900], [-0.93252, 2.58168, 0.10171], [-1.92843, 2.22362, 1.51995], [-2.46228, 1.71967, -0.26539], [-0.06804, 0.97430, -2.43374], [1.16288, 1.68055, -1.37769], [1.39809, -0.00081, -2.00268]], "forces_ev_per_angstrom": [[-4.1, -1.8, 2.9], [3.4, -1.6, 0.5], [-2.0, -2.0, 0.1], [-1.0, -1.2, 1.8], [0.3, 2.9, -0.8], [-2.1, 0.5, -0.1], [-0.5, 0.0, 0.4], [-1.5, -0.1, -0.7], [1.4, 0.9, -0.9], [1.1, -0.3, -1.9], [0.1, 1.2, 0.0], [0.1, 0.3, -1.5], [1.5, 1.0, 0.7], [0.9, 0.8, -0.7], [0.7, -1.7, -1.9], [1.2, 0.3, 1.3], [0.6, -0.2, 0.2], [0.4, 0.3, 0.3], [-0.5, 0.6, 0.1]], "lumo_ev": [-4.13, -4.13], "spin_multiplicity": 1, "smiles": "CN1CN=[N+](C)N1C", "charge": 1, "homo_energy_ha": [-0.4737, -0.4737], "orbital_gap_ha": [0.322, 0.322]}

***

Relative energy (zero: lowest compared OMol25 entry of this formula, charge and spin) per entry: 2.777 4.903 5.679 eV